C16H48O8 | the ωB97M-V functional and the def2-TZVPD basis

Each line ends with the Mulliken charge.
Atoms and positions in Å:
C -4.179 -3.862 -0.332  -1.03
C -3.383 -3.924 0.948  -0.22
O -2.102 -3.341 0.828  -0.54
H -5.201 -4.215 -0.196  0.39
H -3.712 -4.494 -1.093  0.24
H -4.176 -2.849 -0.740  0.25
H -3.306 -4.964 1.303  0.23
H -3.876 -3.416 1.780  0.36
H -1.730 -3.458 -0.060  0.13
C -3.148 4.639 -2.517  -1.08
C -2.330 4.219 -1.305  -0.07
O -0.932 4.373 -1.507  -0.44
H -4.198 4.367 -2.357  0.35
H -2.799 4.220 -3.462  0.33
H -3.188 5.727 -2.600  0.25
H -2.586 3.205 -0.991  0.16
H -2.609 4.935 -0.531  0.31
H -0.694 3.900 -2.318  0.25
C 2.739 2.716 -3.279  -0.93
C 1.849 3.905 -3.531  -0.12
O 0.503 3.477 -3.773  -0.54
H 2.363 2.132 -2.433  0.11
H 3.724 3.064 -2.955  0.35
H 2.824 2.059 -4.140  0.29
H 2.208 4.422 -4.429  0.35
H 1.892 4.636 -2.722  0.22
H 0.165 3.890 -4.571  0.26
C -0.502 2.838 3.025  -0.89
C -0.889 1.420 3.396  -0.06
O -1.809 0.850 2.464  -0.57
H -0.038 3.338 3.882  0.35
H -1.364 3.452 2.760  0.31
H 0.231 2.877 2.219  0.13
H -1.332 1.405 4.391  0.37
H 0.017 0.804 3.396  0.04
H -1.247 0.499 1.762  0.23
C -0.656 -5.981 -0.696  -1.09
C -0.138 -4.979 -1.714  -0.12
O -0.975 -3.835 -1.774  -0.52
H -1.607 -6.421 -1.003  0.33
H -0.738 -5.549 0.301  0.22
H 0.046 -6.811 -0.591  0.38
H -0.049 -5.491 -2.676  0.37
H 0.867 -4.721 -1.362  0.21
H -0.563 -3.155 -2.315  0.23
C 0.018 0.964 -0.825  -0.55
C -0.214 -0.523 -0.661  -0.23
O -0.299 -0.827 0.728  -0.25
H 0.883 1.328 -0.266  -0.06
H -0.844 1.466 -0.376  -0.01
H 0.100 1.271 -1.866  0.41
H 0.573 -1.138 -1.114  0.26
H -1.160 -0.772 -1.156  0.31
H -0.999 -1.456 0.948  0.35
C 1.711 -3.929 1.309  -0.54
C 2.506 -2.719 1.765  -0.35
O 1.803 -1.962 2.728  -0.56
H 0.681 -3.754 0.996  -0.06
H 1.669 -4.671 2.113  0.32
H 2.223 -4.467 0.501  0.32
H 2.804 -2.114 0.899  0.20
H 3.428 -3.070 2.230  0.43
H 1.048 -1.601 2.246  0.25
C 3.323 1.576 2.077  -0.44
C 3.661 2.830 2.862  -0.51
O 2.748 3.883 2.579  -0.48
H 4.046 0.777 2.263  0.39
H 3.381 1.800 1.007  0.19
H 2.334 1.185 2.316  -0.05
H 4.676 3.141 2.589  0.32
H 3.602 2.673 3.937  0.29
H 2.924 4.204 1.690  0.28

As for the LUMO energy: 0.345 eV. For the HOMO energy, the calculation gives -9.4238 eV. The energy relative to the best compared isomer or geometry (same formula, charge and spin) comes out at 1.706 eV. As for the SMILES: CCO.CCO.CCO.CCO.CCO.CCO.CCO.CCO. The value obtained for the HOMO-LUMO gap is 9.77 eV.



C2H5FS2 | the ωB97M-V functional and the def2-TZVPD basis

Each line ends with the Mulliken charge.
Atoms and positions in Å:
C -1.588 -0.682 -0.701  -0.66
C -1.009 -0.874 0.458  -0.02
F -1.437 -0.407 1.764  -0.27
S 2.211 0.941 1.056  -0.22
S 1.859 0.807 -0.911  -0.14
H 2.749 1.732 -1.064  0.16
H -1.048 -0.953 -1.587  0.22
H -2.594 -0.594 -1.050  0.29
H -0.038 -1.303 0.720  0.44
H 0.893 1.333 1.315  0.20

As for the LUMO energy: 0.473 eV. For the HOMO energy, the calculation gives -9.0481 eV. The energy relative to the best compared isomer or geometry (same formula, charge and spin) comes out at 1.749 eV. As for the SMILES: C=CF.SS. The value obtained for the HOMO-LUMO gap is 9.52 eV.



C3H10NO2 | the ωB97M-V functional and the def2-TZVPD basis

Each line ends with the Mulliken charge.
Atoms and positions in Å:
O 3.075 0.990 -0.685  -0.42
C 2.779 2.094 -0.357  0.21
O 1.600 2.339 0.272  -0.45
H 3.333 3.009 -0.598  0.31
H 1.223 3.218 0.115  0.36
C -1.672 -0.043 -0.398  -0.81
N -0.522 -0.990 -0.112  -0.16
C -0.934 -2.169 0.698  -0.86
H -1.374 0.676 -1.152  0.33
H -1.933 0.421 0.550  0.36
H -2.567 -0.579 -0.708  0.35
H 0.044 -1.259 -0.915  0.37
H -0.003 -0.366 0.510  0.33
H -1.611 -2.819 0.158  0.36
H -0.014 -2.662 1.002  0.36
H -1.424 -1.859 1.618  0.37

As for the LUMO energy: -3.328 eV. For the HOMO energy, the calculation gives -14.2465 eV. The energy relative to the best compared isomer or geometry (same formula, charge and spin) comes out at 1.000 eV. Its total charge is +1. The value obtained for the HOMO-LUMO gap is 10.92 eV.



C8H12O | the ωB97M-V functional and the def2-TZVPD basis

Each line ends with the Mulliken charge.
Atoms and positions in Å:
C 2.549 1.758 0.508  0.40
C 1.989 0.732 0.302  -1.36
C 1.512 -1.441 -0.925  -0.59
C 1.159 -0.413 0.041  0.93
C -1.049 1.143 -0.972  -1.64
C -0.692 0.428 1.558  -1.84
C -1.548 -1.091 -0.161  -1.81
C -0.655 0.116 0.097  1.61
O 1.368 -1.696 0.456  -0.48
H 3.141 2.593 0.506  0.58
H 0.625 -1.903 -1.387  0.20
H 2.532 -1.319 -1.463  0.28
H -1.923 1.582 -0.647  0.49
H -1.301 0.746 -2.010  0.28
H -0.209 1.793 -1.041  0.41
H -1.655 0.337 1.917  0.51
H 0.031 -0.290 2.156  0.26
H -0.453 1.389 1.662  0.53
H -2.526 -0.886 0.145  0.49
H -1.429 -1.997 0.435  0.41
H -1.468 -1.581 -1.177  0.34

As for the LUMO energy: 0.873 eV. For the HOMO energy, the calculation gives -9.1920 eV. The energy relative to the best compared isomer or geometry (same formula, charge and spin) comes out at 5.325 eV. As for the SMILES: C#C[C@@]1(C(C)(C)C)CO1. The value obtained for the HOMO-LUMO gap is 10.06 eV.



C2H5NO3 | the ωB97M-V functional and the def2-TZVPD basis

Each line ends with the Mulliken charge.
Atoms and positions in Å:
C -0.444 0.450 -0.537  0.52
C -0.036 -0.565 0.274  0.31
N 0.398 -0.341 1.572  -0.57
O -0.981 0.294 -1.772  -0.50
O 0.835 -1.376 -0.621  -0.54
O -0.741 1.662 -0.003  -0.53
H -0.670 -0.544 -2.135  0.33
H 1.626 -1.553 -0.095  0.24
H -1.512 2.020 -0.459  0.33
H 1.328 -0.635 1.846  0.19
H 0.198 0.588 1.931  0.23

As for the LUMO energy: 0.577 eV. For the HOMO energy, the calculation gives -7.1341 eV. The energy relative to the best compared isomer or geometry (same formula, charge and spin) comes out at 2.700 eV. As for the SMILES: NC(O)=C(O)O. The value obtained for the HOMO-LUMO gap is 7.71 eV.



C5H9NO4P | the ωB97M-V functional and the def2-TZVPD basis

Each line ends with the Mulliken charge.
Atoms and positions in Å:
C -1.247 0.967 2.825  -0.86
C -1.217 0.402 1.627  0.03
C -0.108 -0.418 1.122  -0.20
C 1.857 -0.560 -0.433  -1.54
C 0.455 -0.045 -0.217  1.30
N 0.526 1.443 -0.286  -0.81
O -1.730 0.641 -1.842  -0.79
O -1.626 -1.767 -1.051  -0.71
O 0.163 -1.487 1.626  -0.59
O 0.201 -0.804 -2.791  -0.55
P -0.885 -0.579 -1.486  0.88
H -1.996 1.483 3.366  0.32
H -0.380 0.645 3.338  0.27
H -1.924 0.610 0.813  0.28
H 2.140 -0.786 -1.493  0.34
H 1.960 -1.661 -0.069  0.32
H 2.769 -0.068 0.046  0.39
H -0.389 -1.264 -3.467  0.32
H -0.043 1.620 -1.127  0.33
H 1.474 1.629 -0.501  0.29

As for the LUMO energy: 3.687 eV. For the HOMO energy, the calculation gives -5.2172 eV. The energy relative to the best compared isomer or geometry (same formula, charge and spin) comes out at 0.000 eV. Its total charge is -1. As for the SMILES: C=CC(=O)[C@](C)(N)[P@](=O)([O-])O. The value obtained for the HOMO-LUMO gap is 8.90 eV.